An isolated molecule of C14H22FIO6S at a distorted geometry, computed with ωB97M-V/def2-TZVPD.

```
45
Properties=species:S:1:pos:R:3:forces:R:3
C -1.7485 0.3542 4.1572 -0.203 -0.395 -0.773
C -2.1521 1.6629 3.4226 0.157 -0.590 0.289
O -1.1657 2.1105 2.4775 0.154 -0.881 0.341
C -1.1916 1.3151 1.3118 -0.443 0.758 -1.256
C 0.1163 1.4972 0.4587 -1.055 0.525 0.257
O 1.3252 1.2671 1.2093 0.017 -0.716 -0.083
S 1.2146 0.0103 2.2744 -0.297 0.244 0.708
O 2.1936 0.2805 3.2898 0.230 -0.198 -0.530
O 1.7755 -1.2596 1.3669 0.089 0.853 -0.392
C 0.7932 -1.5229 0.3545 -1.079 0.080 0.309
C 0.8695 -0.6481 -0.9356 0.682 0.275 -1.078
C 2.3137 -0.1530 -1.3137 -0.503 -0.670 -0.104
C 3.5210 -1.0881 -1.0684 -1.281 0.910 0.000
O 4.5573 -0.5852 -0.8956 1.897 0.505 0.224
I 3.5361 -3.2455 -1.0192 -0.312 -0.233 -0.166
C 0.4265 -1.5962 -2.1262 -0.609 0.337 -0.097
C -1.0806 -1.7837 -2.3860 -0.806 -1.048 -0.003
C -1.9569 -2.2399 -1.1980 0.804 -0.581 0.345
F -1.7189 -0.6652 -2.9747 0.610 -0.130 0.243
C -0.0134 0.6786 -0.8754 -0.317 -0.792 0.291
C 0.0997 1.5534 -2.1735 -0.230 0.035 0.061
C 1.1124 2.7093 -2.1347 0.325 -0.808 -0.012
O 0.7637 3.8433 -2.0050 -0.384 0.757 0.091
H -2.5255 0.0929 4.9029 0.569 0.288 -0.184
H -1.7316 -0.5038 3.4470 -0.016 0.501 0.380
H -0.7328 0.3978 4.5928 -0.657 0.238 0.036
H -2.2763 2.4471 4.1900 0.023 -0.119 -0.671
H -3.0966 1.4935 2.8570 0.294 0.244 0.558
H -1.4675 0.2561 1.4737 0.308 0.431 0.209
H -1.9977 1.7399 0.6568 0.428 -0.427 0.188
H 0.1088 2.5887 0.2517 0.369 -0.664 0.006
H -0.2124 -1.3505 0.8133 0.529 -0.144 -0.301
H 0.8181 -2.6095 0.1534 0.343 0.702 -0.036
H 2.3181 0.0718 -2.4041 0.067 -0.357 0.580
H 2.5790 0.8156 -0.8480 -0.032 -0.849 0.186
H 0.8827 -1.2966 -3.0947 -0.272 0.041 0.612
H 0.8252 -2.6162 -1.9424 -0.232 0.609 -0.052
H -1.1729 -2.5891 -3.1492 0.188 0.518 0.327
H -1.4108 -3.0612 -0.6785 -0.331 0.422 -0.322
H -2.1181 -1.4612 -0.4279 -0.130 -0.280 -0.612
H -2.9029 -2.6907 -1.5454 0.332 0.578 0.141
H -1.0721 0.3388 -0.8643 0.658 0.143 -0.154
H -0.8985 2.0124 -2.3302 0.663 -0.077 0.049
H 0.2745 0.9039 -3.0527 0.033 0.323 0.445
H 2.2185 2.5254 -2.2179 -0.575 -0.355 -0.053
```
Positions in Å, forces in eV/Å.

Calculated values
HOMO-LUMO gap = 9.97 eV
Total charge = 0
Spin multiplicity = 1
E_LUMO = 0.004 Eh
E_tot = -1793.754075 hartree

natural (NBO) atomic charge list, values in e, 2 entries: atom 1 (C): -0.647, atom 2 (C): -0.064

=====

A structure of composition C14H22GeIN4O3PdS3 at a distorted geometry, computed with ωB97M-V/def2-TZVPD.

```
49
Properties=species:S:1:pos:R:3:forces:R:3
Pd 0.2534 1.8204 0.4196 1.144 -0.599 -0.810
N 4.0519 -0.3184 -0.9703 0.151 0.030 0.080
C 3.1746 0.5258 -0.4277 -0.135 0.177 -0.148
N 3.6007 1.5333 0.3193 -0.121 -0.029 0.253
S 1.5268 0.2655 -0.8157 -0.274 -0.242 -0.191
H 5.0462 -0.1932 -0.8657 -0.032 0.015 -0.037
H 3.7297 -1.0738 -1.5537 -0.006 0.084 0.057
H 4.5858 1.7039 0.4448 0.028 0.025 0.014
H 2.9558 2.2237 0.7068 0.229 -0.075 -0.302
N -1.8078 -1.4915 -0.1502 -0.089 -0.072 -0.079
C -2.4650 -0.5042 0.4749 -0.087 -0.169 -0.126
O -1.8981 0.4408 1.0113 -0.018 0.136 0.316
C -3.9782 -0.5334 0.4450 0.062 0.061 0.013
I -4.8695 -2.4502 0.6978 0.012 0.023 0.000
H -0.8021 -1.4727 -0.2021 -0.048 0.019 0.002
H -2.3092 -2.2742 -0.5413 0.093 0.044 0.037
H -4.3162 -0.1562 -0.5188 -0.003 0.000 0.020
H -4.3387 0.1165 1.2345 -0.030 -0.039 -0.020
C -0.3959 0.9033 4.6745 0.063 -0.052 -0.135
Ge 0.4945 2.0468 3.3634 -0.208 0.279 0.457
C -0.7997 3.3526 2.6348 0.090 -0.006 -0.232
C 2.0529 2.9457 4.1123 0.028 -0.123 -0.105
C 0.9314 0.9080 1.7925 -1.457 -0.106 0.724
H -0.7843 1.5373 5.4707 -0.006 0.064 0.011
H 0.2908 0.1860 5.1191 0.063 -0.010 -0.019
H -1.2283 0.3635 4.2286 -0.034 0.005 -0.061
H -0.3145 4.2278 2.1986 0.035 -0.053 0.049
H -1.3899 3.6843 3.4912 0.000 0.009 -0.002
H -1.5215 2.9365 1.9207 0.031 -0.036 0.071
H 1.7226 3.4887 4.9976 -0.036 0.013 0.012
H 2.4889 3.6521 3.4103 -0.044 0.005 -0.067
H 2.8112 2.2295 4.4231 0.008 -0.041 0.013
H 1.0201 -0.1762 1.7643 0.746 0.032 0.058
O 3.0844 5.0213 -1.2055 0.050 0.053 0.116
S 1.9781 4.6217 -0.3974 0.092 -0.189 -0.317
O 2.2429 4.1927 0.9666 0.040 0.005 0.066
N 1.1516 3.3685 -1.1096 0.015 0.446 0.120
C -0.1322 3.6711 -1.2521 0.229 0.192 -0.116
S -1.2358 2.4553 -1.6508 -0.363 0.020 0.328
C -0.4591 5.0869 -0.9217 -0.389 0.044 -0.245
C -1.6662 5.7505 -1.0777 0.094 -0.076 0.036
C -1.7094 7.1017 -0.7604 -0.003 0.014 0.011
C -0.5781 7.7734 -0.3046 0.040 -0.001 0.002
C 0.6349 7.1103 -0.1462 -0.155 -0.023 0.030
C 0.6479 5.7668 -0.4554 0.173 0.130 0.102
H -2.5369 5.2245 -1.4454 0.003 -0.013 -0.004
H -2.6347 7.6480 -0.8785 -0.020 0.006 -0.004
H -0.6431 8.8287 -0.0778 0.011 0.007 0.001
H 1.5219 7.6235 0.1952 0.028 0.015 0.021
```
Positions in Å, forces in eV/Å.

Calculated values
HOMO-LUMO gap = 6.58 eV
Total charge = +1
ΔE to the lowest compared entry with this formula, charge and spin = 3.884 eV
Spin multiplicity = 1
E_LUMO = -0.174 Eh
E_tot = -4688.203390 hartree

natural (NBO) atomic charge list, values in e, 2 entries: atom 1 (Pd): 0.779, atom 2 (N): -0.753